# 1
Here is a cluster of 10 separate species, C5H27NO9 in total in a non-equilibrium geometry from the Open Molecules 2025 dataset. Energies are from ωB97M-V/def2-TZVPD.

As for the electronic energy: -938.17421 Ha. Its multiplicity is 2. Its LUMO energy (alpha / beta) is -0.133 / -0.265 hartree. Its total charge is +1. Its expectation value of S² is 0.770. For the energy relative to the best compared isomer or geometry (same formula, charge and spin), the calculation gives 66.71 kcal/mol.

Each line ends with the Löwdin charge.
Cartesian coordinates (Å):
1 C 1.281 -1.898 -1.514  0.00
2 N 0.933 -0.526 -1.072  0.12
3 C 0.223 -0.336 0.138  -0.04
4 C 0.346 0.851 0.732  0.00
5 C 0.011 1.062 2.117  -0.12
6 C 0.629 0.395 3.077  0.06
7 H 1.683 -2.530 -0.789  0.08
8 H 0.425 -2.266 -2.041  0.08
9 H 1.967 -1.724 -2.349  0.12
10 H 1.679 0.059 -1.311  0.10
11 H -0.339 -1.151 0.512  0.10
12 H 0.918 1.618 0.303  0.10
13 H -0.861 1.704 2.412  0.14
14 H 0.448 0.517 4.138  0.10
15 H 1.574 0.161 2.829  0.02
16 H -0.308 4.180 0.319  0.00
17 H -0.125 4.121 1.789  -0.03
18 O 0.322 4.348 1.037  -0.02
19 H 2.393 -1.114 1.694  0.05
20 H 3.685 -1.811 2.345  0.00
21 O 3.048 -1.899 1.721  -0.02
22 H -0.486 0.175 -2.953  -0.02
23 H -1.757 0.239 -3.439  0.09
24 O -0.784 0.248 -3.901  -0.14
25 H -1.869 -3.406 -0.565  -0.04
26 H -0.771 -3.065 0.418  0.07
27 O -1.098 -3.010 -0.531  -0.01
28 H -3.101 -1.896 0.680  0.03
29 H -4.456 -1.450 -0.235  0.06
30 O -3.787 -2.097 0.049  -0.04
31 H 1.147 -3.661 2.158  0.07
32 H 0.952 -2.233 2.763  -0.06
33 O 0.531 -2.982 2.488  -0.02
34 H -1.854 -0.260 -1.247  0.05
35 H -3.326 -0.056 -1.328  0.01
36 O -2.552 0.263 -1.743  -0.04
37 H 3.188 2.300 -1.960  -0.01
38 H 2.120 3.192 -1.180  0.07
39 O 2.536 2.324 -1.348  0.00
40 H -2.091 3.498 -1.138  -0.01
41 H -0.964 3.931 -1.900  0.05
42 O -1.511 4.183 -1.173  0.03

---

# 2
Here is a cluster of 6 separate species, C46H41BN6O15 in total in a non-equilibrium geometry from the Open Molecules 2025 dataset. Energies are from ωB97M-V/def2-TZVPD.

As for the electronic energy: -3259.08054 Ha. Its LUMO energy is -0.025 hartree.

Each line ends with the Löwdin charge.
Cartesian coordinates (Å):
1 C 1.679 -4.053 0.837  0.14
2 C 1.677 -3.328 -0.119  -0.08
3 C 1.539 -2.302 -1.125  -0.19
4 C 0.504 -2.406 -2.054  0.05
5 C 0.304 -1.418 -3.025  -0.10
6 C -0.807 -1.437 -4.051  -0.07
7 C -2.025 -2.303 -3.711  -0.16
8 O -3.220 -1.513 -3.554  0.01
9 C -3.501 -1.190 -2.282  -0.50
10 O -2.650 -1.031 -1.439  0.11
11 C -4.960 -0.990 -1.966  -0.13
12 C -5.252 0.470 -1.531  -0.06
13 C 1.193 -0.359 -3.001  -0.03
14 C 2.224 -0.250 -2.068  -0.05
15 C 2.431 -1.226 -1.118  0.07
16 C 2.963 1.036 -2.305  -0.32
17 O 4.072 1.311 -1.959  0.16
18 N 2.075 1.825 -3.108  0.18
19 B 1.228 2.792 -2.427  -0.54
20 C -0.345 2.836 -2.519  0.03
21 O 1.896 3.717 -1.640  0.14
22 C 1.300 0.855 -3.874  -0.34
23 O 0.893 1.074 -4.974  0.16
24 H 1.660 -4.659 1.710  0.03
25 H -0.151 -3.263 -2.024  0.11
26 H -1.180 -0.412 -4.127  0.13
27 H -0.429 -1.670 -5.046  0.13
28 H -1.897 -2.888 -2.807  0.09
29 H -2.188 -3.015 -4.514  0.11
30 H -5.557 -1.200 -2.854  0.11
31 H -5.283 -1.667 -1.178  0.09
32 H -4.321 0.990 -1.305  0.07
33 H -5.772 0.984 -2.337  0.07
34 H -5.863 0.508 -0.631  0.06
35 H 3.235 -1.095 -0.403  0.09
36 H -0.671 3.845 -2.256  0.07
37 H -0.740 2.638 -3.517  0.07
38 H -0.834 2.145 -1.826  0.08
39 H 1.398 3.872 -0.831  0.11
40 C -8.567 0.386 4.384  -0.06
41 C -9.317 0.034 3.269  -0.06
42 C -8.735 -0.684 2.237  0.00
43 C -7.403 -1.041 2.344  -0.15
44 C -6.639 -0.696 3.443  0.00
45 C -7.229 0.024 4.468  -0.08
46 N -6.779 -1.818 1.264  -0.35
47 O -7.462 -2.091 0.295  0.07
48 O -5.617 -2.142 1.400  0.08
49 H -9.026 0.945 5.188  0.11
50 H -10.358 0.319 3.204  0.11
51 H -9.312 -0.960 1.366  0.12
52 H -5.600 -0.982 3.501  0.12
53 H -6.645 0.304 5.333  0.10
54 C 7.921 1.931 1.530  -0.06
55 C 6.763 1.840 0.768  -0.05
56 C 6.037 0.662 0.747  0.01
57 C 6.485 -0.413 1.497  -0.14
58 C 7.640 -0.346 2.254  -0.01
59 C 8.360 0.838 2.268  -0.07
60 N 5.699 -1.658 1.488  -0.33
61 O 4.692 -1.670 0.801  0.05
62 O 6.087 -2.589 2.158  0.09
63 H 8.483 2.856 1.550  0.11
64 H 6.423 2.689 0.190  0.10
65 H 5.140 0.591 0.151  0.09
66 H 7.975 -1.198 2.828  0.12
67 H 9.264 0.909 2.857  0.11
68 C 5.707 5.821 -2.979  -0.06
69 C 4.924 5.377 -1.921  -0.05
70 C 5.366 5.538 -0.618  -0.01
71 C 6.589 6.145 -0.396  -0.16
72 C 7.384 6.590 -1.436  -0.01
73 C 6.935 6.424 -2.736  -0.07
74 N 7.053 6.330 0.989  -0.36
75 O 6.346 5.907 1.882  0.07
76 O 8.117 6.891 1.158  0.07
77 H 5.359 5.697 -3.996  0.11
78 H 3.969 4.904 -2.109  0.09
79 H 4.762 5.192 0.207  0.12
80 H 8.337 7.058 -1.240  0.12
81 H 7.545 6.766 -3.562  0.11
82 C -1.427 2.335 6.408  -0.07
83 C -2.271 1.432 5.774  -0.06
84 C -3.483 1.861 5.257  0.00
85 C -3.827 3.195 5.381  -0.14
86 C -3.003 4.107 6.013  0.00
87 C -1.794 3.668 6.530  -0.06
88 N -5.103 3.659 4.813  -0.35
89 O -5.817 2.829 4.284  0.07
90 O -5.365 4.840 4.903  0.09
91 H -0.479 1.997 6.807  0.11
92 H -1.984 0.394 5.679  0.11
93 H -4.144 1.166 4.760  0.11
94 H -3.293 5.144 6.102  0.12
95 H -1.136 4.369 7.026  0.11
96 C -0.831 -9.292 -1.659  -0.07
97 C 0.015 -9.372 -2.757  -0.06
98 C 0.196 -8.271 -3.577  0.00
99 C -0.476 -7.100 -3.276  -0.14
100 C -1.327 -7.001 -2.191  0.00
101 C -1.504 -8.109 -1.378  -0.06
102 N -0.270 -5.922 -4.131  -0.33
103 O 0.466 -6.034 -5.086  0.10
104 O -0.850 -4.895 -3.825  0.05
105 H -0.966 -10.153 -1.018  0.11
106 H 0.537 -10.294 -2.974  0.11
107 H 0.853 -8.326 -4.432  0.12
108 H -1.845 -6.078 -1.976  0.12
109 H -2.164 -8.049 -0.524  0.11

---

# 3
Here is a cluster of 8 separate species, C12H17Cl28N4O3PSi in total from the Open Molecules 2025 dataset. Energies are from ωB97M-V/def2-TZVPD.

As for the electronic energy: -14428.39907 Ha. Its LUMO energy is 0.004 hartree.

Each line ends with the Löwdin charge.
Cartesian coordinates (Å):
1 N -0.805 -4.240 1.419  -0.23
2 P -1.351 -4.005 -0.189  0.67
3 O -0.155 -4.634 -1.164  -0.43
4 Si -0.969 -1.810 -0.530  0.55
5 C 0.244 -1.002 0.671  -0.31
6 C 1.717 -1.288 0.298  -0.15
7 C 2.539 -2.126 1.251  -0.50
8 O 3.735 -2.259 1.130  0.05
9 O 1.858 -2.715 2.266  0.08
10 C -2.587 -0.850 -0.644  -0.26
11 C -3.474 -0.887 0.605  -0.75
12 N -4.581 0.090 0.529  0.07
13 N -4.022 -2.229 0.773  0.08
14 N -2.713 -0.477 1.775  0.08
15 H -1.055 -5.184 1.695  0.01
16 H 0.206 -4.169 1.504  0.01
17 H -0.495 -5.425 -1.597  -0.10
18 H -0.312 -1.720 -1.863  -0.01
19 H 0.071 0.075 0.586  0.03
20 H 0.018 -1.276 1.699  0.06
21 H 1.793 -1.806 -0.665  0.11
22 H 2.267 -0.345 0.227  0.07
23 H 2.482 -2.794 3.004  0.13
24 H -3.145 -1.199 -1.519  0.07
25 H -2.304 0.194 -0.813  0.08
26 H -4.208 1.030 0.597  0.07
27 H -5.070 -0.005 -0.352  0.07
28 H -4.856 -2.158 1.346  0.05
29 H -4.285 -2.628 -0.120  0.06
30 H -2.246 -1.291 2.165  0.07
31 H -3.367 -0.163 2.483  -0.01
32 C -2.125 0.919 5.496  -2.05
33 Cl -3.587 1.290 4.582  0.52
34 Cl -1.966 -0.839 5.624  0.52
35 Cl -0.716 1.574 4.660  0.52
36 Cl -2.240 1.622 7.110  0.54
37 C 6.618 -0.154 0.487  -2.04
38 Cl 5.389 -0.049 -0.782  0.51
39 Cl 6.011 0.588 1.971  0.52
40 Cl 7.000 -1.842 0.792  0.55
41 Cl 8.069 0.703 -0.044  0.53
42 C 2.460 3.431 0.800  -2.03
43 Cl 3.362 4.094 2.165  0.53
44 Cl 0.963 2.691 1.390  0.53
45 Cl 2.070 4.724 -0.336  0.51
46 Cl 3.437 2.201 -0.002  0.50
47 C -1.436 -7.075 -4.355  -2.05
48 Cl -0.539 -8.130 -5.444  0.53
49 Cl -1.029 -7.488 -2.678  0.55
50 Cl -1.002 -5.394 -4.655  0.54
51 Cl -3.168 -7.298 -4.601  0.53
52 C 1.787 7.280 -3.983  -2.05
53 Cl 1.744 7.488 -2.229  0.51
54 Cl 2.228 5.610 -4.359  0.52
55 Cl 0.195 7.635 -4.657  0.53
56 Cl 2.983 8.372 -4.677  0.51
57 C 6.943 7.922 -5.786  -2.07
58 Cl 8.495 7.467 -6.492  0.53
59 Cl 7.133 8.170 -4.048  0.52
60 Cl 6.371 9.419 -6.532  0.51
61 Cl 5.762 6.644 -6.068  0.50
62 C -7.227 -0.856 4.017  -2.06
63 Cl -5.631 -1.259 4.648  0.50
64 Cl -7.682 -2.023 2.770  0.52
65 Cl -8.410 -0.905 5.327  0.53
66 Cl -7.187 0.765 3.320  0.52

---

# 4
Here is a structure of composition C36H36Cl2FMoNO7PSSe3SiTe in a non-equilibrium geometry from the Open Molecules 2025 dataset. Energies are from ωB97M-V/def2-TZVPD.

As for the electronic energy: -11564.80741 Ha. Its LUMO energy (alpha / beta) is 0.042 / 0.039 hartree. Its total charge is -1. For the energy relative to the best compared isomer or geometry (same formula, charge and spin), the calculation gives 88.27 kcal/mol.

Each line ends with the Löwdin charge.
Cartesian coordinates (Å):
1 Mo 0.667 -0.095 0.537  1.26
2 Se 1.664 -2.317 2.942  0.01
3 Se 2.775 -3.158 4.691  -0.15
4 Te 3.683 0.468 4.004  0.24
5 Se 2.421 -0.389 2.038  -0.09
6 O 0.437 0.172 -1.751  -0.44
7 S 0.287 1.637 -1.631  0.50
8 O -0.897 2.212 -2.179  -0.25
9 O 0.558 2.030 -0.232  -0.47
10 C 1.707 2.078 -2.614  -0.24
11 C 1.656 2.812 -3.780  -0.05
12 C 2.733 2.748 -4.653  -0.07
13 C 3.839 1.966 -4.344  -0.07
14 C 3.882 1.240 -3.166  -0.06
15 C 2.796 1.277 -2.301  -0.29
16 P 2.762 0.337 -0.721  0.93
17 C 3.451 -1.253 -1.248  -0.34
18 C 2.813 -1.869 -2.328  -0.09
19 C 3.158 -3.152 -2.700  -0.09
20 C 4.140 -3.836 -1.996  -0.10
21 C 4.745 -3.246 -0.899  -0.07
22 C 4.395 -1.965 -0.510  -0.09
23 C 4.087 1.361 0.025  -0.38
24 C 5.455 1.145 -0.077  -0.09
25 C 6.331 2.020 0.539  -0.08
26 C 5.858 3.110 1.251  -0.09
27 C 4.496 3.351 1.330  -0.10
28 C 3.619 2.485 0.708  -0.14
29 H 0.769 3.387 -4.003  0.11
30 H 2.694 3.279 -5.592  0.10
31 H 4.662 1.900 -5.042  0.10
32 H 4.720 0.593 -2.945  0.11
33 H 2.029 -1.333 -2.849  0.10
34 H 2.652 -3.628 -3.530  0.10
35 H 4.422 -4.834 -2.300  0.10
36 H 5.483 -3.791 -0.329  0.11
37 H 4.847 -1.530 0.375  0.10
38 H 5.837 0.304 -0.637  0.10
39 H 7.393 1.851 0.455  0.10
40 H 6.546 3.773 1.750  0.10
41 H 4.115 4.212 1.858  0.07
42 H 2.549 2.675 0.750  0.08
43 C -6.358 1.077 3.389  -0.04
44 C -6.277 0.619 1.934  -0.31
45 C -7.024 1.619 1.048  -0.15
46 C -7.077 1.114 -0.383  -0.14
47 C -5.686 0.806 -0.849  -0.14
48 C -5.407 0.836 -2.212  0.05
49 C -4.133 0.560 -2.660  -0.24
50 F -3.896 0.572 -3.991  0.07
51 C -3.111 0.266 -1.789  0.08
52 C -3.369 0.288 -0.418  -0.03
53 C -2.284 0.071 0.501  -0.21
54 O -1.086 -0.052 0.101  -0.25
55 C -2.605 0.009 1.892  -0.03
56 C -3.885 0.203 2.302  0.06
57 N -4.907 0.499 1.447  0.02
58 C -4.673 0.532 0.072  -0.06
59 C -1.538 -0.287 2.903  -0.63
60 O -1.836 -0.480 4.069  0.07
61 O -0.316 -0.308 2.477  -0.35
62 H -7.385 1.361 3.609  0.08
63 H -5.723 1.945 3.545  0.10
64 H -6.073 0.296 4.088  0.08
65 H -6.759 -0.367 1.839  0.16
66 H -6.491 2.571 1.080  0.14
67 H -8.033 1.774 1.436  0.12
68 H -7.523 1.864 -1.038  0.12
69 H -7.703 0.218 -0.441  0.13
70 H -6.187 1.074 -2.918  0.13
71 H -2.114 0.056 -2.144  0.12
72 H -4.095 0.130 3.357  0.13
73 C -0.821 -3.583 -1.521  -0.15
74 Si -0.066 -3.454 0.223  0.28
75 C 1.177 -4.899 0.418  -0.15
76 C -1.501 -3.588 1.489  -0.15
77 O 0.787 -2.127 0.458  -0.60
78 H -1.361 -4.523 -1.588  0.02
79 H -0.056 -3.579 -2.291  0.01
80 H -1.515 -2.776 -1.738  0.01
81 H 0.671 -5.851 0.296  0.01
82 H 1.662 -4.893 1.394  0.01
83 H 1.962 -4.839 -0.334  0.01
84 H -2.004 -4.546 1.397  0.02
85 H -2.245 -2.807 1.334  0.01
86 H -1.151 -3.498 2.517  0.02
87 Cl -0.059 2.667 2.633  0.60
88 C 1.229 3.565 3.491  -0.98
89 Cl 1.569 5.089 2.674  0.51
90 H 2.145 2.963 3.499  -0.07
91 H 0.894 3.780 4.505  0.03

---

# 5
Here is a structure of composition C3H5NOS3 in a non-equilibrium geometry from the Open Molecules 2025 dataset. Energies are from ωB97M-V/def2-TZVPD.

As for the electronic energy: -1441.70557 Ha. Its LUMO energy is -0.010 hartree. For the energy relative to the best compared isomer or geometry (same formula, charge and spin), the calculation gives 102.46 kcal/mol.

Each line ends with the Löwdin charge.
Cartesian coordinates (Å):
1 C -1.631 0.883 -1.916  -0.20
2 C -0.912 0.944 0.376  -1.20
3 C 1.675 -1.062 -0.388  -0.80
4 H -1.664 2.211 -1.659  0.12
5 H -2.782 0.086 -1.916  0.18
6 H -1.041 0.725 -3.082  0.14
7 H 0.622 -2.060 1.289  0.08
8 H 2.007 -0.082 -0.615  0.04
9 N 1.058 -1.226 0.910  -0.33
10 O -0.968 0.334 -0.844  -0.33
11 S -1.995 2.076 0.783  0.71
12 S 0.342 0.357 1.458  0.93
13 S 2.178 -2.406 -1.120  0.65